A 10-piece molecular cluster, C18H54BF4O18 overall, computed with wB97M-V/def2-TZVPD.

The geometry in ORCA input format:
```
! wB97M-V def2-TZVPD RIJCOSX def2/J DEFGRID3
* xyz -1 1
B -0.134 0.271 0.603
F -1.474 0.609 0.846
F 0.717 1.418 0.561
F 0.313 -0.630 1.566
F -0.030 -0.312 -0.675
C -1.080 -3.396 1.648
C -1.752 -4.719 1.228
O -2.009 -4.749 -0.167
O 0.155 -3.292 0.947
H -0.828 -3.552 2.708
H -1.705 -2.507 1.557
H -2.704 -4.712 1.769
H -1.154 -5.578 1.529
H -1.418 -5.401 -0.547
H 0.407 -2.358 0.998
C -0.443 -0.271 -4.357
C -0.276 1.099 -4.935
O -1.593 1.567 -5.258
O -1.054 -0.208 -3.075
H 0.541 -0.732 -4.202
H -1.055 -0.877 -5.022
H 0.188 1.133 -5.933
H 0.282 1.760 -4.260
H -1.550 2.383 -5.759
H -0.378 0.021 -2.415
C 0.485 1.043 4.382
C -0.926 1.347 4.000
O -0.985 2.340 2.978
O 1.257 2.202 4.657
H 1.071 0.398 3.716
H 0.438 0.368 5.248
H -1.400 1.847 4.849
H -1.431 0.426 3.698
H -1.175 1.912 2.130
H 1.136 2.721 3.848
C -1.909 4.108 -1.769
C -2.580 3.234 -0.677
O -2.705 1.907 -1.081
O -2.860 4.168 -2.841
H -0.991 3.602 -2.077
H -1.808 5.120 -1.370
H -3.509 3.740 -0.392
H -1.984 3.313 0.244
H -2.524 1.283 -0.356
H -2.725 5.030 -3.245
C -3.504 -2.777 -3.114
C -3.379 -2.123 -1.749
O -4.327 -1.114 -1.475
O -3.484 -1.815 -4.189
H -4.465 -3.283 -3.269
H -2.672 -3.484 -3.184
H -2.419 -1.606 -1.605
H -3.387 -2.885 -0.960
H -4.536 -1.127 -0.525
H -3.189 -2.349 -4.933
C 3.773 -2.511 -2.101
C 3.532 -1.723 -0.813
O 2.729 -0.591 -1.205
O 2.613 -3.002 -2.757
H 4.250 -3.446 -1.767
H 4.407 -1.935 -2.777
H 4.531 -1.336 -0.586
H 2.967 -2.219 -0.025
H 2.271 -0.301 -0.407
H 1.855 -2.692 -2.241
C 5.659 -0.121 3.241
C 4.781 0.243 2.076
O 3.686 0.982 2.568
O 6.481 0.942 3.682
H 6.338 -0.952 3.064
H 4.886 -0.376 3.977
H 4.353 -0.670 1.644
H 5.351 0.724 1.273
H 3.034 1.337 1.957
H 6.124 1.508 4.366
C -4.564 -1.032 3.163
C -4.331 -0.213 1.895
O -5.316 -0.730 0.985
O -3.662 -0.765 4.257
H -4.446 -2.111 3.030
H -5.565 -0.951 3.591
H -3.363 -0.499 1.490
H -4.416 0.863 2.031
H -6.187 -0.371 1.170
H -2.867 -1.298 4.259
C 3.970 3.625 -0.714
C 4.022 2.233 -1.321
O 2.953 2.128 -2.256
O 4.559 3.790 0.584
H 2.924 3.888 -0.567
H 4.416 4.410 -1.332
H 3.984 1.580 -0.441
H 4.913 1.894 -1.856
H 2.362 1.420 -1.971
H 5.518 3.764 0.535
*
```

The calculation puts the max |F| at 2.42 eV/A. The frontier orbital gap is 8.8 eV. The LUMO energy is 2.44 eV. The total energy is -67946.032 eV.

These are the Löwdin partial charges, in e, on atoms 1 to 8: atom 1 (B): -1.237, atom 2 (F): 0.109, atom 3 (F): 0.109, atom 4 (F): 0.138, atom 5 (F): 0.121, atom 6 (C): -0.236, atom 7 (C): -0.235, atom 8 (O): -0.065